[1]
Density functional theory data (ωB97M-V/def2-TZVPD) for a 2-piece molecular cluster, C10H18O7 overall in a non-equilibrium geometry.

Output
E_HOMO in eV: -9.44
Total charge: 0
LUMO level in hartree: 0.012
SMILES string: O=C1OC[C@@H](COCOCCO)O1.CC(C)=O
Electronic energy in Eh: -918.30919

Geometry (Å):
O -1.558316 -5.823465 -2.075693
C -1.193914 -4.644919 -2.586585
O 0.118443 -4.188901 -3.139294
C 0.005390 -2.729565 -3.471441
C -1.145902 -2.357553 -2.365252
C -1.836306 -0.870745 -2.352697
O -0.990023 0.207235 -1.817631
C -0.694112 0.031655 -0.387199
O 0.310615 1.050998 0.027353
C 1.632671 0.766472 -0.552344
C 2.609191 -0.172327 0.372549
O 2.693997 0.269343 1.777029
O -2.089360 -3.464365 -2.682685
H -0.551472 -2.618539 -4.500558
H 1.016812 -2.132226 -3.304845
H -0.636246 -2.742708 -1.358159
H -2.877977 -0.920898 -1.772361
H -2.099132 -0.566951 -3.476271
H -1.643384 0.207065 0.308086
H -0.242464 -1.008245 -0.096850
H 2.195182 1.811715 -0.674193
H 1.611748 0.290841 -1.624696
H 3.694675 -0.107658 -0.118251
H 2.305323 -1.322079 0.273693
H 1.950290 -0.235777 2.242885
C 0.780339 2.838905 2.613309
C -0.086370 2.833885 3.844121
C -1.393061 3.578184 3.775497
O 0.259824 2.244315 4.866529
H 1.690948 2.262628 2.808491
H 0.245337 2.376087 1.780307
H 1.062495 3.864392 2.361775
H -2.024924 3.148270 2.994223
H -1.207675 4.636559 3.575727
H -1.912640 3.488371 4.735431

Forces on the atoms, in the same order (eV/Å):
O 3.01 8.32 -3.92
C -1.59 -2.90 1.33
O -2.93 -0.31 1.09
C -1.96 0.63 1.04
C 1.77 -0.75 0.16
C -1.17 -0.48 -0.73
O -0.36 -2.15 1.32
C 0.53 0.51 1.49
O -0.43 -2.41 -2.00
C 1.85 0.59 -0.13
C 0.25 -0.45 -0.98
O -1.73 -1.96 -1.24
O 2.51 -1.76 1.07
H 1.68 -0.15 1.72
H -2.15 -1.74 -0.58
H -1.20 1.63 -1.69
H 2.31 -0.03 -1.09
H 0.73 -0.63 2.53
H 1.90 -0.16 -1.71
H -0.90 1.68 -1.00
H -1.47 -2.19 0.40
H -0.35 0.86 2.00
H -2.33 0.02 1.18
H 0.48 2.40 0.42
H 1.58 1.25 -0.82
C 0.26 -0.22 0.36
C 0.64 -0.71 1.20
C -0.20 -0.10 0.51
O -0.51 0.68 -1.22
H -0.25 0.16 -0.08
H 0.09 0.26 0.00
H -0.16 -0.02 -0.14
H 0.07 0.21 -0.09
H -0.09 -0.09 -0.20
H 0.13 0.01 -0.20

[2]
Density functional theory data (ωB97M-V/def2-TZVPD) for an isolated molecule of C10H18OSi2 in a non-equilibrium geometry.

Output
E_HOMO in eV: -9.66
Total charge: 0
Relative energy (zero: lowest compared OMol25 entry of this formula, charge and spin) in kcal per mole: 34.6
LUMO level in hartree: 0.037
SMILES string: C=C[Si](C)(C=C)O[Si](C)(C=C)C=C
Electronic energy in Eh: -1046.05109

Geometry (Å):
C -1.488098 0.208606 -3.731414
C -1.125945 -0.517194 -2.705201
Si -0.045943 0.297321 -1.421099
C -0.764422 1.869954 -0.638661
C 1.684730 0.935027 -1.987788
C 1.832043 1.981048 -2.738091
O 0.108144 -0.777945 -0.166245
Si 0.327511 -0.775765 1.474622
C 1.531059 0.581060 1.827327
C -1.237671 -0.303194 2.492288
C -2.380306 -0.781680 2.000597
C 0.964593 -2.438156 2.028423
C 0.721647 -3.096675 3.138531
H -1.878046 -0.042718 -4.690409
H -1.011191 1.230962 -3.744573
H -1.567546 -1.454703 -2.615295
H -1.868188 1.666586 -0.763057
H -0.554172 2.801228 -1.299524
H -0.616492 2.057440 0.427103
H 2.498277 0.245317 -1.879781
H 0.980999 2.655431 -2.931183
H 2.785193 2.287096 -3.124713
H 1.603419 0.691621 2.907845
H 2.510444 0.326788 1.397323
H 1.306010 1.559658 1.487658
H -1.219617 0.418516 3.197429
H -3.335903 -0.410977 2.303279
H -2.366222 -1.478113 1.190371
H 1.273091 -3.058465 1.191832
H 0.259664 -2.572106 3.995612
H 1.072937 -4.105967 3.376793

Forces on the atoms, in the same order (eV/Å):
C 2.15 2.84 -0.82
C 0.16 0.84 0.78
Si 1.02 1.07 1.68
C -1.77 0.58 -2.08
C -1.70 -2.89 0.46
C -0.50 2.12 -0.65
O -0.14 -0.63 0.08
Si -0.37 0.97 0.85
C 0.91 -0.72 0.41
C 0.55 -2.81 -3.68
C 0.47 0.72 0.36
C -0.76 -0.33 -1.85
C 0.02 0.37 2.09
H -1.02 -0.58 -0.17
H -0.72 -0.74 -0.33
H -0.22 -1.93 0.35
H 0.72 0.54 0.29
H -0.26 -1.43 1.34
H 0.37 -0.05 -0.32
H 0.68 -0.15 0.24
H 0.51 -0.22 -0.04
H 0.33 0.14 -0.27
H 0.36 -0.21 0.23
H -0.06 0.05 0.32
H -0.55 0.85 -0.65
H -0.03 2.25 2.38
H -0.62 -0.03 0.34
H -0.14 -0.48 -0.42
H 0.71 0.00 -0.09
H 0.16 -0.34 -0.41
H -0.25 0.21 -0.44

[3]
Density functional theory data (ωB97M-V/def2-TZVPD) for an isolated molecule of C10H18Si in a non-equilibrium geometry.

Output
E_HOMO in eV: -8.45
Total charge: 0
Relative energy (zero: lowest compared OMol25 entry of this formula, charge and spin) in kcal per mole: 69.2
LUMO level in hartree: 0.016
SMILES string: C\C=C/C=C\C=C\[Si](C)(C)C
Electronic energy in Eh: -681.21300

Geometry (Å):
C -2.063312 0.421651 -2.233556
C -1.653829 1.635951 -1.438162
C -0.581483 2.429377 -1.571291
C 0.465858 1.957253 -2.501320
C 1.048330 0.774301 -2.154977
C 0.912359 0.018952 -0.977630
C -0.060329 0.071116 -0.039832
Si 0.483139 -0.859488 1.545325
C 1.529470 -2.378235 1.199131
C -1.176487 -1.454548 2.315199
C 1.480992 0.287735 2.657837
H -1.223024 -0.219181 -2.650809
H -2.573882 0.891936 -3.117969
H -2.773237 -0.243675 -1.780544
H -2.315922 2.034684 -0.607956
H -0.431871 3.230282 -0.873400
H 0.671810 2.463420 -3.398027
H 1.761238 0.346712 -2.911003
H 1.692545 -0.677867 -0.919967
H -0.889851 0.819029 0.085015
H 0.819526 -3.163803 0.783643
H 2.200715 -2.216026 0.404809
H 1.990581 -2.801035 2.026797
H -1.928323 -0.724476 2.290525
H -1.424056 -2.398693 1.889125
H -1.136333 -1.667483 3.336334
H 2.189291 -0.382683 3.392270
H 2.152711 0.879004 2.015560
H 0.833372 0.925788 3.234872

Forces on the atoms, in the same order (eV/Å):
C 0.66 0.60 -1.89
C -0.82 1.94 1.01
C -0.57 -1.11 -1.18
C 0.08 -1.74 2.23
C 0.89 2.02 -3.87
C -2.24 0.73 0.88
C 1.47 -0.80 2.38
Si -1.28 -0.22 0.16
C -3.01 -0.39 -1.65
C 2.08 0.16 -0.40
C 1.81 -1.89 0.88
H -0.95 1.09 0.69
H 0.23 -0.75 0.49
H -0.31 -0.04 0.60
H 0.19 -0.92 -1.14
H 0.04 0.51 0.00
H 0.45 0.53 -1.06
H -0.54 0.46 0.77
H 0.90 -1.15 0.60
H 1.38 -1.49 -0.31
H 0.70 0.77 0.50
H 1.23 0.22 -0.79
H 1.00 -0.60 1.60
H -1.31 0.95 -0.75
H -0.64 -0.52 -0.83
H 0.59 -0.40 1.98
H -1.83 1.72 -1.65
H -0.18 -0.05 0.37
H -0.02 0.37 0.36

[4]
Density functional theory data (ωB97M-V/def2-TZVPD) for a 2-piece molecular cluster, C10H19BNO8S overall.

Output
E_HOMO in eV: -1.55
Total charge: -1
LUMO level in hartree: 0.074
Electronic energy in Eh: -1472.24720

Geometry (Å):
C 1.673386 -2.800589 -0.196209
C 0.615173 -1.754098 0.142236
C -0.567975 -1.786764 -0.850857
C -0.183056 -1.612816 -2.335348
C 0.030891 -0.187705 -2.788586
O 1.121186 0.262900 -2.992743
C -1.672168 -0.825362 -0.443593
O -2.277048 -1.297640 0.721370
B -3.314277 -0.535144 1.253819
O -3.448935 -0.472682 2.612782
O -4.188949 0.079093 0.405900
O -1.175376 0.508471 -0.256681
S -0.035989 0.784079 0.833824
O 0.344975 2.133827 0.642642
O -0.494738 0.328243 2.116826
C 1.231699 -0.349643 0.302323
C 2.330832 -0.285292 1.392677
C 3.708190 -0.214671 0.794022
N 4.564449 0.696854 0.959534
H 1.195829 -3.775791 -0.327398
H 2.216482 -2.569036 -1.114368
H 2.398869 -2.906351 0.612297
H 0.187831 -2.015836 1.117386
H -1.018420 -2.779364 -0.750877
H 0.733755 -2.156504 -2.565337
H -0.976927 -2.043671 -2.955450
H -0.866142 0.433270 -2.941854
H -2.415275 -0.716251 -1.238821
H -2.570285 -0.458531 3.019368
H -4.630061 0.820979 0.843907
H 1.595232 0.034927 -0.653617
H 2.241066 -1.170942 2.027642
H 2.183875 0.580586 2.043031
H 3.979224 -1.047889 0.137992
H 4.197144 1.430658 1.569291
C -1.365069 5.137055 -0.212397
O -2.537985 5.548365 0.300399
H -0.982015 4.155350 0.160242
H -1.346375 4.997985 -1.340039
H -0.483020 5.829927 -0.045321

Forces on the atoms, in the same order (eV/Å):
C -0.05 -0.12 -0.01
C -0.14 0.12 0.05
C 0.19 -0.18 -0.05
C -0.03 -0.08 -0.03
C -0.37 -0.14 0.10
O 0.56 0.22 -0.16
C -0.35 -0.34 0.16
O 0.15 0.10 -0.22
B -0.18 0.02 0.16
O 0.22 0.22 -0.09
O 0.08 0.13 0.19
O 0.13 0.06 -0.12
S -0.30 0.04 -0.03
O 0.29 -0.20 0.04
O 0.01 0.02 0.03
C 0.00 -0.11 0.20
C -0.02 0.09 -0.11
C -0.03 -0.15 -0.02
N 0.03 0.01 0.00
H 0.03 0.04 -0.01
H 0.02 0.05 0.06
H -0.01 0.03 -0.06
H 0.03 0.03 -0.04
H 0.05 0.03 -0.03
H -0.05 -0.02 0.07
H -0.05 0.09 0.08
H -0.09 0.05 0.00
H 0.07 0.14 0.03
H -0.13 -0.17 0.01
H -0.02 -0.19 -0.17
H 0.03 0.03 0.07
H 0.03 0.03 0.00
H 0.02 -0.01 -0.06
H 0.05 0.05 0.01
H 0.00 0.00 0.00
C 0.15 0.02 -0.20
O -0.02 -0.03 0.01
H -0.10 0.04 0.06
H -0.07 0.03 0.05
H -0.11 0.02 0.04

[5]
Density functional theory data (ωB97M-V/def2-TZVPD) for C10H19CeCl2NO as an isolated structure in a non-equilibrium geometry.

Output
E_HOMO (spin up / spin down) in eV: -6.66 / -6.67
Total charge: 0
Relative energy (zero: lowest compared OMol25 entry of this formula, charge and spin) in kcal per mole: 0.0
LUMO level (spin up / spin down) in hartree: 0.004 / 0.005
Electronic energy in Eh: -1917.89002

Geometry (Å):
Ce 1.673146 -0.372109 -0.388021
Cl 0.617847 -2.688740 -0.403967
Cl 2.172729 1.998019 0.324777
C 3.666556 -1.225285 -0.045129
H 4.531223 -0.621866 0.333759
H 3.990135 -2.199537 -0.497979
C -1.075035 1.524932 -1.835350
C 0.104200 1.161423 -2.298720
H -1.171773 2.318965 -1.087116
C 0.320486 -0.119177 -3.109409
H 1.047617 1.756402 -2.153765
C -0.813706 -0.257458 -4.151433
H 1.307323 -0.124075 -3.595421
H 0.257732 -1.082242 -2.543747
C -2.180317 -0.164332 -3.439028
H -0.723769 0.542283 -4.898130
H -0.755662 -1.230274 -4.671303
C -2.351273 0.997310 -2.414272
H -2.985359 -0.069394 -4.181117
H -2.330584 -1.114945 -2.898646
H -2.852680 1.840497 -2.919701
H -3.027764 0.644789 -1.618007
C 1.042300 -1.120855 4.588090
N -0.108762 -0.379372 4.061807
C -1.011783 0.278217 5.009309
C -0.290999 -0.207718 2.739897
O 0.565604 -0.476298 1.856085
H 0.960750 -1.062476 5.681204
H 1.978383 -0.659012 4.236947
H 0.994879 -2.170640 4.255024
H -1.012791 1.368834 4.863050
H -2.044383 -0.077786 4.886847
H -0.660877 0.054166 6.020084
H -1.292391 0.200455 2.481281

Forces on the atoms, in the same order (eV/Å):
Ce 1.74 -1.39 1.15
Cl -0.61 -0.77 -0.26
Cl 0.19 1.14 0.38
C -0.68 0.70 -0.83
H -0.54 -0.50 -0.25
H -0.19 0.64 0.55
C -0.67 0.64 0.12
C 2.22 -0.66 -0.36
H 0.18 0.06 -0.51
C -0.61 -0.13 -0.87
H -1.16 -0.42 0.48
C -0.20 0.13 0.08
H -0.23 0.13 0.02
H 0.07 0.68 0.18
C 0.00 -0.17 0.32
H 0.06 -0.16 0.11
H 0.04 0.46 0.15
C -0.22 -0.77 -0.15
H 0.22 -0.21 0.16
H -0.01 0.29 -0.22
H 0.16 -0.12 0.33
H 0.10 0.27 -0.25
C 0.07 0.19 -0.22
N -0.09 0.00 -0.67
C -0.35 0.12 -0.23
C 1.19 -0.20 -0.63
O -1.49 0.33 1.49
H 0.32 -0.19 -0.42
H -0.27 -0.28 0.19
H 0.12 0.44 0.12
H 0.09 -0.33 0.12
H 0.27 0.01 0.13
H -0.25 0.10 -0.24
H 0.54 -0.01 0.02

[6]
Density functional theory data (ωB97M-V/def2-TZVPD) for C10H19CeClIN3O2P as an isolated structure in a non-equilibrium geometry.

Output
<S²>: 0.751
E_HOMO (spin up / spin down) in eV: -15.34 / -15.34
Total charge: +2
Relative energy (zero: lowest compared OMol25 entry of this formula, charge and spin) in kcal per mole: 0.0
LUMO level (spin up / spin down) in hartree: -0.278 / -0.276
2S+1: 2
Electronic energy in Eh: -2281.09517

Geometry (Å):
C -2.425281 1.510983 1.033436
I -2.993975 -1.099566 0.066182
H -2.006447 1.464127 0.024293
H -1.582290 1.503010 1.734823
H -2.932842 2.494130 1.009128
Ce 1.809163 -0.210656 -1.023068
P -0.829511 2.262567 -2.095441
C -2.681571 2.452713 -2.250584
C -0.526592 4.064808 -1.756977
H 0.526812 2.303994 -4.080054
H -1.020234 3.154595 -4.395513
H -0.967013 1.369508 -4.327460
C -0.551978 2.290598 -3.912301
H 0.542558 4.241450 -1.607080
H -0.890005 4.684580 -2.587526
H -2.882572 3.316447 -2.900580
H -3.145715 2.617462 -1.272608
H -1.044734 4.384998 -0.841951
H -3.119049 1.546871 -2.696395
C -3.329120 0.432036 1.473494
O -4.053458 0.392042 2.438820
Cl 3.309672 1.802329 -1.265153
C 3.820531 -4.312861 0.909768
N 2.752279 -3.439159 1.434170
C 2.107296 -3.818251 2.572594
C 1.097122 -3.009804 3.054603
C 0.697059 -1.885484 2.299119
N 1.393755 -1.535517 1.156315
C 2.508282 -2.242078 0.873740
O 3.280175 -1.788429 -0.071576
N -0.354147 -1.086729 2.537408
H 4.804262 -3.812428 0.907822
H 3.579273 -4.696487 -0.086614
H 3.892200 -5.176774 1.574534
H 2.471411 -4.764024 2.996561
H 0.560504 -3.288293 3.973475
H -0.866365 -1.241286 3.386309
H -0.949453 -0.881424 1.714287

Forces on the atoms, in the same order (eV/Å):
C 0.46 2.15 -0.05
I -0.30 -1.86 -0.72
H -0.26 -0.77 0.45
H -0.15 0.42 0.11
H 0.16 -0.36 0.82
Ce 0.50 0.97 0.09
P -0.89 1.40 -0.98
C 0.02 -0.70 0.38
C 0.46 -0.21 0.58
H -0.04 0.08 -0.32
H 0.11 -0.17 0.21
H 0.07 0.08 -0.16
C 0.55 -0.53 0.20
H -0.12 0.11 -0.08
H 0.09 -0.32 0.15
H 0.13 -0.30 0.22
H -0.02 0.06 -0.35
H 0.13 -0.17 -0.20
H 0.06 0.30 0.13
C -1.65 0.64 2.12
O 1.76 -0.20 -2.47
Cl -0.66 -0.76 0.14
C 0.80 -0.31 -0.04
N 0.94 -0.64 0.38
C -0.84 1.08 0.03
C 0.29 -0.93 0.83
C 0.25 0.70 -1.67
N 0.36 -0.65 1.10
C 0.13 0.45 -1.61
O -1.45 -0.31 0.58
N -0.23 -0.51 -0.15
H -0.62 -0.05 -0.09
H -0.03 0.37 0.15
H -0.03 0.19 -0.10
H -0.54 0.58 0.04
H 0.31 0.19 -0.57
H -0.31 -0.16 0.23
H 0.56 0.12 0.62